The following is a DFT calculation (ωB97M-V/def2-TZVPD) of a cluster of 11 separate species, C82H181N11O9 in total in a non-equilibrium geometry.

XYZ file:
```
283
Properties=species:S:1:pos:R:3:forces:R:3
C -0.01621 1.18114 -1.83307 -1.169 2.171 0.111
C 0.27649 0.25643 -0.72871 0.767 -1.668 0.084
C -0.64732 -0.97391 -0.85449 0.326 -0.853 -0.997
C 1.77170 -0.26115 -0.84764 -0.881 -0.372 0.918
C 2.12844 -1.06918 0.41434 1.453 0.027 -0.295
C 1.86524 -0.20393 1.61720 -1.029 0.212 1.122
C 0.43031 0.39200 1.74801 0.387 -1.966 -0.049
C -0.43343 -0.80568 2.11943 -1.821 0.055 0.542
C 0.36445 1.42585 2.82485 1.488 0.874 1.550
N 0.10186 1.02821 0.50700 -0.800 0.880 -0.527
O -1.31488 1.40286 0.57562 0.534 -0.122 0.034
H 0.51837 2.13664 -1.74267 0.444 -0.410 -0.112
H 0.12425 0.71754 -2.77481 0.254 -0.325 -1.061
H -1.05951 1.53194 -1.74303 0.134 -0.485 -0.278
H -0.94265 -1.23834 -1.88453 0.352 0.591 -0.028
H -0.15772 -1.90110 -0.54311 -0.207 0.226 0.260
H -1.57753 -0.84715 -0.34973 -0.610 0.200 0.620
H 1.90643 -0.83467 -1.77569 -0.228 0.133 0.200
H 2.40322 0.60166 -0.88068 0.537 0.765 -0.226
H 1.60798 -2.01198 0.41486 -0.551 -0.284 0.182
H 3.21305 -1.40990 0.52753 -1.031 0.623 -0.724
H 2.52568 0.63771 1.64157 0.819 0.616 -0.133
H 2.02565 -0.76583 2.54914 0.097 0.102 -0.192
H -1.51996 -0.52460 2.23489 1.070 -0.053 0.143
H -0.04075 -1.19708 3.06158 -0.258 -0.077 0.088
H -0.46198 -1.61872 1.39994 0.394 0.034 0.064
H 1.08327 2.22272 2.59361 0.010 -0.038 -0.086
H 0.66666 1.08471 3.84497 -0.182 -0.239 -0.840
H -0.57308 1.93105 2.96695 -0.549 -0.246 -0.259
H -1.34196 2.37532 0.66130 0.255 -0.187 -0.078
C -7.15729 -3.05060 0.28001 0.157 0.021 -1.160
C -5.68168 -2.73125 0.62467 -0.507 -0.999 -0.395
C -4.95943 -2.40818 -0.70558 -0.830 0.041 0.440
C -5.73140 -1.64424 1.67800 0.657 0.738 0.069
C -4.30426 -1.27757 2.17195 -0.248 -0.284 1.260
C -3.58080 -2.52656 2.73731 -1.005 0.072 0.672
C -3.73163 -3.78275 1.90717 -0.558 -1.461 -1.199
C -2.61129 -3.77627 0.86074 0.483 -2.418 0.169
C -3.69835 -5.07024 2.76178 -0.137 0.822 0.583
N -5.12612 -3.90258 1.30977 -0.182 0.337 -0.162
O -5.21665 -4.97075 0.33843 1.186 0.293 0.197
H -7.33402 -3.68111 -0.63072 0.580 0.271 0.871
H -7.69098 -3.49028 1.12159 -0.013 0.165 0.067
H -7.56433 -2.08291 -0.01061 -0.518 0.055 0.262
H -5.56311 -1.76446 -1.33420 -0.463 -0.003 -0.199
H -4.05430 -1.87293 -0.59928 1.194 0.422 0.380
H -4.76159 -3.34029 -1.21838 -0.016 -0.098 -0.198
H -6.20694 -0.79250 1.17705 0.038 0.025 0.377
H -6.40940 -1.99594 2.48550 0.566 0.296 -0.295
H -3.72299 -0.85995 1.38228 0.389 0.269 -1.006
H -4.27300 -0.46618 2.94666 -0.377 -0.713 -0.449
H -4.02519 -2.76236 3.71113 0.088 0.269 0.120
H -2.50014 -2.39510 2.87860 -0.315 0.252 0.100
H -2.38452 -2.81232 0.49687 0.089 1.071 -0.611
H -2.83155 -4.48762 0.04895 -0.134 0.501 0.012
H -1.65656 -4.19643 1.26372 -0.664 0.469 0.187
H -2.74339 -5.13737 3.29786 0.056 -0.432 -0.436
H -3.94983 -5.91747 2.09189 0.505 0.286 0.747
H -4.45454 -4.95473 3.57752 0.288 -0.285 -0.802
H -5.89532 -5.55806 0.66305 -0.282 -0.092 0.424
C 0.41583 -4.46457 3.73503 0.452 -0.752 0.587
C 1.95850 -4.33334 3.91256 -0.568 -0.158 0.576
C 2.32936 -5.65437 4.61285 1.497 0.718 1.495
C 2.64429 -4.22001 2.55877 1.049 1.664 -0.646
C 4.16230 -3.92282 2.71386 -0.344 0.019 0.280
C 4.35096 -2.63050 3.48320 -0.338 1.133 -1.377
C 3.63600 -2.64240 4.81681 1.745 0.263 1.092
C 4.59126 -3.39775 5.81294 0.675 0.264 -0.768
C 3.61666 -1.19201 5.30554 -0.453 0.553 0.821
N 2.24428 -3.06760 4.67685 -0.276 -0.683 -0.210
O 1.73815 -3.24042 5.99509 0.163 -0.661 0.006
H 0.14157 -5.36254 3.12955 0.346 0.637 0.418
H -0.08924 -4.53887 4.71939 0.389 -0.064 -0.513
H 0.05340 -3.59744 3.25289 -0.551 1.039 -0.709
H 3.41469 -5.81290 4.88700 -1.038 0.312 -0.646
H 1.80733 -5.73488 5.58837 0.005 -0.061 -0.752
H 2.02769 -6.39711 3.91185 -0.213 -1.010 -0.168
H 2.54943 -5.10225 1.95101 -0.379 -0.608 -0.017
H 2.22965 -3.37636 1.93529 0.023 -0.720 0.761
H 4.60472 -4.73306 3.28874 0.300 -0.272 -0.255
H 4.66151 -3.80414 1.74443 -0.142 -0.412 0.096
H 3.89912 -1.83017 2.80108 0.680 -0.633 1.009
H 5.42188 -2.36611 3.68775 -0.893 -0.260 -0.438
H 4.86138 -4.43090 5.51582 -0.236 0.608 0.248
H 4.22698 -3.35750 6.81267 -0.671 -0.398 0.748
H 5.53850 -2.79663 5.88929 -0.708 -0.564 -0.425
H 4.54735 -0.63735 5.20744 0.390 -0.425 -0.197
H 3.31641 -1.01398 6.37038 -0.040 -0.553 -0.803
H 2.92212 -0.70200 4.64801 -0.534 0.584 -0.128
H 1.25404 -2.43773 6.24417 -0.353 0.337 -0.059
C 6.86536 3.03619 2.28235 -0.314 -0.452 -2.711
C 5.40051 2.65630 2.57757 0.764 -1.346 -0.016
C 5.33766 1.11771 2.86017 0.139 1.120 1.577
C 5.05511 3.44806 3.84935 -0.442 0.686 -0.836
C 4.75240 4.91249 3.44285 1.651 0.707 1.346
C 3.65761 4.89866 2.43877 -1.302 0.804 -0.367
C 3.94214 4.16049 1.14726 0.341 0.493 -1.911
C 2.60902 4.01628 0.40151 -0.447 -0.731 1.499
C 4.90731 4.92374 0.13987 -2.544 0.433 0.416
N 4.39558 2.83846 1.49458 -0.280 -0.251 1.086
O 4.72372 2.12544 0.31834 0.273 -0.274 -0.065
H 7.56149 2.45566 2.83965 0.404 -0.492 0.722
H 7.08929 2.81988 1.21535 -0.110 -0.146 0.455
H 7.13167 4.06885 2.36751 -0.145 0.735 0.433
H 6.10497 0.83128 3.61210 -0.624 0.269 -0.089
H 4.31853 0.89089 3.22341 0.542 -0.127 -0.143
H 5.58079 0.52473 2.01446 0.000 -0.358 -1.029
H 4.17024 3.02512 4.31751 -0.131 -0.086 0.271
H 5.92384 3.37718 4.51301 -0.305 -0.034 0.037
H 4.59947 5.58847 4.35549 -0.282 -1.038 -1.204
H 5.65621 5.36297 2.97062 -0.417 -0.322 0.274
H 3.28716 5.91089 2.16371 0.277 -0.450 0.254
H 2.79742 4.34928 2.83535 -0.093 0.197 0.348
H 2.75916 3.29736 -0.40120 -0.447 0.152 -0.168
H 2.23480 4.96519 0.07024 0.196 0.561 -0.676
H 1.81302 3.69458 1.13085 0.805 -0.345 -0.847
H 4.48495 5.97076 0.15505 0.784 -0.900 -0.513
H 4.96131 4.48470 -0.87862 -0.455 0.287 0.702
H 5.86861 4.90443 0.52856 1.969 0.305 0.704
H 4.04066 1.43591 0.22525 0.307 0.378 0.280
C 4.79214 4.01009 -6.57318 -0.181 -2.304 -1.018
C 3.39608 3.41718 -6.17577 1.193 -0.264 0.117
C 2.89562 2.57811 -7.36489 -1.770 -0.392 1.386
C 3.55042 2.68965 -4.83055 1.520 -2.047 0.145
C 2.22342 2.41420 -4.10484 -1.167 1.946 0.611
C 1.39379 3.76369 -3.92781 1.448 0.051 -0.190
C 1.27627 4.54401 -5.25796 -0.249 0.462 -1.095
C 0.15814 4.01954 -6.20675 0.147 0.197 -0.258
C 0.87729 5.98615 -4.94682 0.639 -1.186 2.446
N 2.62791 4.62288 -5.89491 -0.242 -1.029 1.320
O 2.64586 5.29262 -7.10501 -0.969 1.920 -0.736
H 4.82916 4.37806 -7.61645 -0.269 0.188 0.751
H 5.02175 4.73406 -5.82908 0.592 0.734 0.347
H 5.51396 3.16912 -6.59036 -0.093 0.436 0.420
H 1.93323 1.99051 -7.10902 1.642 0.776 -0.602
H 2.71284 3.29672 -8.12309 -0.802 0.601 -0.837
H 3.65360 1.97407 -7.82119 0.497 -0.829 0.337
H 4.14835 1.69443 -4.96203 -1.189 1.472 -0.136
H 4.30630 3.28772 -4.28029 -0.903 -0.093 0.352
H 1.53354 1.80774 -4.67195 0.126 -0.506 -0.787
H 2.18479 1.90373 -3.12389 1.022 0.323 -0.433
H 1.84735 4.46954 -3.16100 -0.312 -0.979 -0.756
H 0.38939 3.51522 -3.60163 -0.230 0.032 0.156
H 0.09092 2.94106 -6.25123 0.175 -0.363 -0.044
H 0.32231 4.40147 -7.23411 0.007 -0.202 0.548
H -0.83709 4.37034 -5.89664 0.307 0.015 0.109
H 1.64356 6.44430 -4.30385 -0.061 0.097 -0.396
H -0.00968 5.91588 -4.32898 -0.404 0.141 0.168
H 0.64195 6.57059 -5.77102 -0.198 1.029 -1.693
H 3.05797 6.14222 -6.88380 -0.197 -0.238 -0.248
C -2.96957 3.32926 2.97924 -1.250 -0.043 1.448
C -2.53386 4.69958 2.41313 -1.602 -0.884 0.343
C -3.64415 5.74664 2.82870 0.855 -0.165 -0.117
C -1.27834 5.03062 3.12750 2.960 -0.967 0.430
C -0.46912 6.17621 2.53504 0.355 -0.266 0.334
C -0.26469 5.90899 1.08585 0.921 -0.248 -1.160
C -1.52573 5.58691 0.29872 0.253 0.959 -0.970
C -2.42319 6.82842 0.18880 0.240 0.518 -1.098
C -1.09494 5.04431 -1.10499 1.141 -0.448 1.329
N -2.17695 4.51163 1.01264 -0.212 -0.907 -0.778
O -3.23102 4.02888 0.16540 -0.654 0.272 1.119
H -3.96369 3.04420 2.59860 0.209 0.116 0.152
H -2.32154 2.47353 2.80664 0.228 0.334 -0.434
H -3.05665 3.40119 4.12202 0.014 0.042 -1.548
H -4.61581 5.68860 2.29934 0.619 0.025 0.124
H -3.80014 5.49720 3.88278 -0.325 0.246 -0.137
H -3.20512 6.76349 2.79525 -0.651 -0.533 -0.045
H -1.42079 5.16712 4.18506 -0.536 0.298 0.491
H -0.61688 4.09507 3.11185 -0.708 1.159 -0.252
H -0.97843 7.09981 2.62773 -0.748 1.089 0.374
H 0.48691 6.34108 3.05733 -0.241 -0.356 -0.122
H 0.35949 5.05444 0.95764 0.246 -1.095 0.314
H 0.37879 6.61436 0.55324 -0.531 0.758 0.117
H -3.46536 6.57302 -0.06884 0.399 0.163 0.050
H -2.04284 7.55316 -0.57972 -0.295 -0.769 0.497
H -2.39961 7.36009 1.12465 -0.240 0.275 0.204
H -0.24616 5.66368 -1.50360 -0.992 -0.454 0.123
H -1.92814 4.92724 -1.77972 -0.112 0.304 -0.327
H -0.69656 4.01360 -0.90694 -0.152 0.789 -0.336
H -4.03767 4.55978 0.35392 0.414 -0.258 -0.191
C -1.01426 -6.06797 -1.83604 1.265 -0.390 -0.898
C 0.51980 -5.81031 -1.66845 -0.597 0.419 0.551
C 0.76536 -4.92994 -0.44783 -0.616 0.263 0.373
C 1.18115 -7.21430 -1.55879 -0.039 0.800 -1.652
C 2.67606 -7.06379 -1.61509 0.367 2.212 0.055
C 3.10967 -6.40098 -2.90197 -0.088 0.659 -0.052
C 2.57198 -4.95689 -2.95552 -0.358 0.173 -0.900
C 3.35011 -4.02096 -2.01556 -1.862 0.857 0.570
C 2.80535 -4.42973 -4.38042 0.160 0.475 0.796
N 1.07923 -5.03021 -2.79190 -0.218 -0.063 -1.009
O 0.49488 -3.69848 -2.74471 0.672 -0.758 0.090
H -1.33054 -6.61476 -0.94612 -0.287 0.243 0.012
H -1.58108 -5.15085 -2.01131 0.049 -0.197 0.242
H -1.12991 -6.76080 -2.70279 -0.151 0.559 0.468
H 0.24182 -5.24085 0.44309 0.109 -0.586 0.500
H 1.82389 -4.79034 -0.27901 -0.025 -0.109 0.392
H 0.34006 -3.94166 -0.64407 0.155 -0.145 -0.120
H 0.96189 -7.63678 -0.61464 -0.823 -0.525 0.991
H 0.75636 -7.86501 -2.39234 0.725 0.642 0.997
H 3.02133 -6.32335 -0.81595 -0.536 -1.258 -0.599
H 3.22897 -7.93749 -1.45939 0.591 -1.604 0.331
H 2.80653 -6.90473 -3.81806 -0.388 -0.347 0.084
H 4.19187 -6.37298 -2.95973 0.357 0.215 0.063
H 4.21037 -3.57445 -2.47866 0.656 -0.253 -0.079
H 3.52193 -4.48122 -1.06525 0.960 -0.398 0.418
H 2.72517 -3.16167 -1.69587 0.015 -0.291 -0.590
H 2.32903 -5.06500 -5.11994 0.203 -0.176 -0.139
H 3.88852 -4.32209 -4.50393 -0.169 -0.252 -0.445
H 2.38161 -3.42802 -4.45769 0.064 0.001 0.051
H 0.10994 -3.54444 -3.65321 0.228 -0.223 0.070
C -5.58203 1.75831 0.14257 -0.282 -0.823 -2.680
N -6.69145 2.73259 -0.05817 -0.058 -0.616 0.489
O -7.81311 2.24552 -0.12706 0.775 0.750 -0.055
O -6.40458 3.90853 -0.12593 -0.299 0.278 -0.105
H -4.60511 2.18599 0.19145 0.350 0.828 0.367
H -5.59016 1.19086 -0.84749 -0.099 0.228 1.491
H -5.83743 1.15311 0.97756 -0.164 -0.535 0.468
C -6.02620 0.83706 -4.68169 -0.631 -0.325 0.045
C -5.25525 1.83166 -5.46609 -0.967 3.437 0.858
N -4.47582 2.77994 -4.61015 -0.635 0.634 -1.052
C -5.31189 3.62932 -3.78444 0.461 -0.806 1.719
C -4.59622 4.79268 -3.12156 0.263 -0.135 -0.136
C -3.42730 2.16988 -3.84853 0.723 0.206 0.172
C -2.46226 1.36955 -4.69051 1.755 -0.384 0.264
H -5.39285 0.03609 -4.40166 0.637 -1.095 0.350
H -6.85571 0.42682 -5.24679 -0.177 -0.087 -0.048
H -6.39639 1.26039 -3.75773 -0.344 0.170 0.123
H -4.57697 1.42132 -6.14160 0.886 -0.852 -1.248
H -5.93969 2.51967 -6.03936 0.549 -0.795 0.368
H -6.21076 3.97440 -4.21890 -0.634 0.414 -1.573
H -5.76250 3.07178 -2.93887 0.226 -0.349 0.149
H -4.11461 4.51545 -2.19335 0.218 -0.223 0.181
H -3.84032 5.22460 -3.77013 0.011 0.210 -0.214
H -5.33213 5.52974 -2.85486 -0.264 0.535 0.028
H -3.85609 1.45283 -3.15189 -0.099 -0.086 0.864
H -2.84769 2.95956 -3.29689 -0.672 -0.764 -0.299
H -1.79420 2.01907 -5.32543 -0.818 -0.712 0.465
H -2.97369 0.61337 -5.28971 0.116 0.169 -0.157
H -1.79638 0.77346 -3.98929 -0.620 0.767 -0.779
C 1.64959 -1.98079 9.07801 0.299 -0.403 -0.382
C 1.01056 -0.75775 8.43924 1.062 -1.096 -0.076
N 0.22830 -1.11021 7.24522 0.112 -0.434 1.268
C 0.20386 -0.06188 6.27192 -0.597 1.880 0.220
C -0.13253 1.30443 6.86991 -1.300 0.636 -1.539
C -1.10943 -1.54680 7.63154 0.447 -0.849 -1.006
C -1.75200 -2.26728 6.45013 -0.439 0.074 -0.722
H 2.17494 -2.42884 8.22480 0.048 -0.544 0.555
H 0.92457 -2.70825 9.50619 0.622 0.504 -0.130
H 2.42039 -1.64521 9.80792 -0.708 -0.415 -0.203
H 0.57994 -0.18818 9.24044 -1.138 0.676 0.044
H 1.87490 -0.21191 8.11700 0.356 0.754 -0.431
H 1.14723 0.04553 5.81507 1.354 -0.278 -0.583
H -0.50691 -0.24525 5.47983 -0.098 -0.390 -0.179
H 0.42432 1.53190 7.72840 0.935 0.315 1.128
H -0.04661 2.16730 6.16987 0.242 -0.753 0.162
H -1.17580 1.32166 7.14832 -0.457 0.018 0.317
H -1.66033 -0.71322 8.00204 -0.929 0.828 0.081
H -1.01985 -2.20323 8.48144 0.136 -0.501 0.198
H -2.73194 -2.70428 6.66412 0.208 -0.035 0.204
H -1.09479 -3.02528 6.00863 -0.009 -0.146 0.613
H -1.91556 -1.61933 5.57814 -0.148 0.236 0.390
C 0.90165 -1.29834 -5.59105 -0.510 0.392 0.519
C 0.39685 -2.68649 -6.10233 0.584 0.875 0.505
N -0.53969 -3.33465 -5.20459 -1.180 0.666 0.252
C -1.81659 -2.58385 -5.03604 0.277 0.485 0.307
C -2.70842 -3.10773 -3.89698 0.082 -0.768 -0.184
C -0.77876 -4.71383 -5.59034 -1.698 -1.201 2.132
C -1.72151 -4.94292 -6.78548 -0.512 0.365 0.301
H 1.73876 -0.92304 -6.17868 -0.019 -0.185 -0.228
H 1.25817 -1.27698 -4.52796 -0.221 -0.762 -0.750
H 0.15771 -0.49510 -5.57257 -0.174 -0.161 -0.408
H -0.00393 -2.73968 -7.13135 0.366 0.703 0.134
H 1.30464 -3.26935 -6.05645 0.027 -0.510 -0.450
H -1.55483 -1.52990 -4.82885 -0.025 -0.508 0.069
H -2.40158 -2.53752 -5.96617 0.115 -0.167 -0.043
H -3.18783 -4.07264 -4.14088 0.235 0.284 -0.166
H -2.11972 -3.32698 -2.98767 -0.307 0.577 -0.253
H -3.54954 -2.42403 -3.71742 0.445 0.026 0.184
H -1.17741 -5.21818 -4.62921 0.139 0.614 -1.543
H 0.16025 -5.20329 -5.63287 1.033 -0.368 -0.710
H -1.54251 -5.84615 -7.36903 0.130 -0.090 0.325
H -1.63980 -4.11361 -7.47789 0.151 0.173 -0.313
H -2.78817 -4.92717 -6.47382 0.636 -0.194 -0.065
```
Forces are in eV/Å.

Its max |F| is 0.0714 hartree/bohr. As for the charge: 0. Its structure (SMILES) is CC1(C)CCCC(C)(C)N1O.CC1(C)CCCC(C)(C)N1O.CC1(C)CCCC(C)(C)N1O.CC1(C)CCCC(C)(C)N1O.CC1(C)CCCC(C)(C)N1O.CC1(C)CCCC(C)(C)N1O.CC1(C)CCCC(C)(C)N1O.C[N+](=O)[O-].CCN(CC)CC.CCN(CC)CC.CCN(CC)CC. The HOMO-LUMO gap comes out at 8.3 eV.